No. 1
{"formula": "C3H3F3", "method": "the ωB97M-V functional and the def2-TZVPD basis", "smiles": "CC(F)=C(F)F", "lumo_ev": 0.9, "gap_ev": 10.22, "total_energy_ha": -415.66322, "relative_energy_kj_mol": 75.8, "elements": ["C", "C", "C", "H", "H", "H", "F", "F", "F"], "positions_angstrom": [[1.0605, 0.3535, 0.2712], [-0.3224, 0.4254, -0.1994], [-1.1197, -0.6098, -0.2034], [1.1495, 0.8276, 1.2389], [1.8164, 0.5968, -0.5267], [1.3574, -0.7184, 0.4289], [-0.8792, 1.5592, -0.5961], [-0.7118, -1.8066, 0.1265], [-2.3507, -0.6277, -0.5399]], "forces_ev_per_a": [[1.6568, -1.4209, -0.8132], [-0.1391, -0.8747, 0.0345], [1.1454, -0.3013, 0.2228], [0.5560, 0.5737, -0.0525], [-0.7351, 0.7165, 0.9803], [-0.7404, 0.8219, 0.0951], [0.0677, 1.4638, -0.2232], [0.2689, -1.1568, 0.3807], [-2.0801, 0.1778, -0.6244]], "lowdin_charge": [-0.016, -0.314, -0.395, 0.084, 0.106, 0.099, 0.093, 0.144, 0.199]}

No. 2
{"formula": "C3H3F3O", "method": "the ωB97M-V functional and the def2-TZVPD basis", "lumo_ev": [0.0, -0.3], "gap_ev": [9.08, 8.50], "total_energy_ha": -490.76374, "relative_energy_kj_mol": 490.9, "elements": ["C", "C", "C", "O", "F", "F", "F", "H", "H", "H"], "positions_angstrom": [[-1.8446, -0.4286, 0.4591], [-1.0007, 0.1145, -0.3708], [1.5575, 0.3835, -0.3457], [1.9092, 0.2149, 0.9193], [-3.1871, -0.3442, 0.2305], [-1.3313, 0.7898, -1.4679], [2.0153, -0.3896, -1.2493], [-1.4410, -1.1330, 1.2107], [1.5369, 1.4994, -0.4540], [1.7857, -0.7067, 1.0679]], "forces_ev_per_a": [[-0.0673, -0.9733, 0.2649], [3.8366, 0.6889, -0.8797], [-3.4616, 3.6351, 2.0670], [0.2998, -0.2726, -0.6049], [0.2779, -0.2894, 0.5226], [-0.4936, 0.2360, -0.0548], [0.5498, -0.9387, -0.9499], [-0.9584, 0.6855, -0.1719], [-0.1111, -1.2381, -1.1887], [0.1280, -1.5334, 0.9953]], "lowdin_charge": [-0.197, -0.131, -0.269, 0.091, -0.013, 0.008, 0.153, 0.101, 0.154, 0.103]}

No. 3
{"formula": "C3H3F3O", "method": "the ωB97M-V functional and the def2-TZVPD basis", "lumo_ev": [-0.9, 0.0], "gap_ev": [7.61, 9.69], "total_energy_ha": -490.81329, "relative_energy_kj_mol": 360.8, "elements": ["C", "C", "C", "O", "F", "F", "F", "H", "H", "H"], "positions_angstrom": [[-1.5566, 1.0124, 0.7337], [0.7021, -0.6858, 0.3979], [1.6056, 0.3635, -0.0439], [-2.0541, 1.3380, -0.2539], [2.9660, 0.2007, 0.2761], [1.4728, 0.4463, -1.3359], [1.4062, 1.5592, 0.6141], [-1.4373, 1.4960, 1.7309], [0.7519, -1.0739, 1.3300], [0.2119, -1.1254, -0.4093]], "forces_ev_per_a": [[1.6108, -1.0062, 0.7153], [-0.0751, 1.6473, -1.1593], [1.6275, 0.3513, 2.5249], [-0.7184, 0.5193, -0.6634], [-1.1195, -0.7524, -0.8138], [0.4689, 1.2496, -1.3765], [-0.7616, -0.0083, -0.9343], [-0.3057, 0.1783, -0.1711], [0.1017, -1.1536, 2.6418], [-0.8286, -1.0254, -0.7635]], "lowdin_charge": [-0.050, 0.161, -0.665, 0.081, 0.060, 0.160, 0.071, 0.085, 0.038, 0.059]}

No. 4
{"formula": "C3H3FN2", "method": "the ωB97M-V functional and the def2-TZVPD basis", "smiles": "Fc1cn[nH]c1", "lumo_ev": 0.8, "gap_ev": 10.59, "total_energy_ha": -325.43010, "relative_energy_kj_mol": 161.6, "elements": ["C", "C", "C", "H", "H", "H", "N", "N", "F"], "positions_angstrom": [[0.6429, 0.0315, -0.0544], [-0.0872, -1.1078, -0.0601], [-0.1591, 1.0940, 0.0089], [0.3976, -2.0488, 0.2845], [-2.3141, 0.9777, 0.0135], [-0.1744, 2.2365, -0.0912], [-1.3392, -0.7705, -0.0220], [-1.3420, 0.4997, 0.0552], [2.0534, 0.0693, 0.0217]], "forces_ev_per_a": [[5.8646, 0.7583, 0.2114], [2.1018, -2.3732, 1.2050], [-0.6786, 4.0043, -0.4180], [-1.0871, 0.3406, -1.1080], [2.6012, -1.0067, 0.0839], [0.7275, -2.1690, 0.3889], [-1.9112, -2.9360, 0.5574], [-5.4250, 3.4325, -0.6318], [-2.1931, -0.0508, -0.2888]], "lowdin_charge": [-0.281, -0.121, -0.048, 0.140, 0.208, 0.161, 0.025, -0.084, 0.000]}

No. 5
{"formula": "C3H3FN2", "method": "the ωB97M-V functional and the def2-TZVPD basis", "lumo_ev": 0.7, "gap_ev": 8.80, "total_energy_ha": -325.38206, "relative_energy_kj_mol": 287.7, "elements": ["C", "C", "C", "N", "N", "F", "H", "H", "H"], "positions_angstrom": [[0.2853, 0.1357, 0.2311], [-0.7426, -0.0206, -0.7398], [0.8356, -0.7147, 1.0473], [-1.2538, -1.1819, -0.8285], [-1.7277, -2.1899, -0.9741], [1.8793, -0.2792, 1.8241], [0.5931, 1.1120, 0.4697], [-0.9832, 0.6893, -1.3820], [0.7966, -1.8375, 1.3097]], "forces_ev_per_a": [[-0.3968, 0.2903, 0.2990], [1.5607, -2.0259, 2.8696], [1.7783, -3.3337, 1.8672], [-1.1166, -0.9227, -1.1202], [-0.1015, -0.5350, 0.2541], [-0.2622, 0.4434, 0.1132], [0.5355, 1.3402, -0.2853], [-1.3116, 2.8540, -2.8029], [-0.6858, 1.8893, -1.1946]], "lowdin_charge": [-0.106, -0.137, -0.157, -0.112, 0.233, -0.044, 0.107, 0.071, 0.145]}

No. 6
{"formula": "C3H3FN2", "method": "the ωB97M-V functional and the def2-TZVPD basis", "lumo_ev": 1.0, "gap_ev": 9.74, "total_energy_ha": -325.24019, "relative_energy_kj_mol": 660.2, "elements": ["C", "C", "C", "N", "N", "F", "H", "H", "H"], "positions_angstrom": [[-0.3553, 1.4912, 0.1829], [-1.0385, 0.5789, 0.7873], [0.0157, -1.6542, -0.4059], [0.3448, 0.2838, 0.8281], [0.8217, -0.5725, -0.1809], [0.6187, -2.4807, -1.0953], [-0.2043, 2.2657, -0.5929], [-1.9319, 0.2494, 1.2012], [1.7290, -0.1617, -0.7244]], "forces_ev_per_a": [[-0.7636, -0.6060, -0.1777], [0.0155, 1.8496, -1.2655], [-0.4632, 4.4473, 3.0229], [2.2955, 2.0759, 0.1472], [0.3900, -1.0132, -1.8409], [2.2549, -3.4801, -3.3521], [0.0934, -0.6260, 1.1634], [-1.1512, -0.8694, 0.4684], [-2.6713, -1.7782, 1.8343]], "lowdin_charge": [0.024, -0.106, -0.212, -0.108, -0.075, 0.074, 0.109, 0.081, 0.213]}

No. 7
{"formula": "C3H3FN2", "method": "the ωB97M-V functional and the def2-TZVPD basis", "smiles": "FC1C=NN=C1", "lumo_ev": -0.1, "gap_ev": 10.59, "total_energy_ha": -325.41339, "relative_energy_kj_mol": 205.4, "elements": ["C", "C", "C", "H", "H", "H", "N", "N", "F"], "positions_angstrom": [[0.6635, -0.0941, -0.2912], [-0.6356, -0.8667, -0.4614], [0.1458, 0.9648, 0.6608], [1.2995, -0.7325, 0.3045], [-0.7111, -1.7212, -1.0542], [0.6308, 1.8185, 0.9953], [-1.5722, -0.4170, 0.3204], [-1.0658, 0.7859, 0.9936], [1.2449, 0.2623, -1.4677]], "forces_ev_per_a": [[-1.6573, -0.2925, 0.4990], [-0.5304, 2.2919, 2.3077], [-1.0134, -0.8409, -1.3829], [0.7478, -0.3738, 0.0314], [-0.4089, -1.2536, -0.8153], [1.1655, 1.2883, 0.6302], [1.3694, -0.4787, -1.1994], [-0.0513, -0.7047, -0.0999], [0.3785, 0.3641, 0.0292]], "lowdin_charge": [-0.299, -0.071, -0.097, 0.150, 0.095, 0.094, 0.052, 0.047, 0.028]}

No. 8
{"formula": "C3H3FN2", "method": "the ωB97M-V functional and the def2-TZVPD basis", "smiles": "Fc1c[nH]cn1", "lumo_ev": 0.8, "gap_ev": 9.78, "total_energy_ha": -325.49116, "relative_energy_kj_mol": 1.3, "elements": ["C", "C", "C", "H", "H", "H", "N", "N", "F"], "positions_angstrom": [[0.5102, 0.6573, 0.8548], [0.7387, -0.5837, 0.3354], [-0.9609, 0.4140, -0.6495], [1.4745, -1.3701, 0.5620], [-0.3819, -1.5325, -1.2099], [-1.7953, 0.5883, -1.3188], [-0.2345, -0.7201, -0.6457], [-0.5352, 1.2885, 0.2510], [1.1844, 1.2583, 1.8207]], "forces_ev_per_a": [[-0.5628, -0.0656, -0.6625], [0.4708, -0.6280, 0.1345], [-0.1453, 0.7196, 0.2641], [-0.6013, 0.6866, -0.1677], [-0.0490, -0.1052, -0.1436], [0.1913, -0.1134, 0.1170], [0.3729, 0.2048, 0.5108], [0.2238, -0.7332, -0.1826], [0.0996, 0.0343, 0.1299]], "lowdin_charge": [-0.397, -0.039, -0.200, 0.123, 0.143, 0.120, 0.038, 0.124, 0.088]}

No. 9
{"formula": "C3H3FN4", "method": "the ωB97M-V functional and the def2-TZVPD basis", "smiles": "F[C@@H]1Cn2nnnc21", "lumo_ev": 0.6, "gap_ev": 11.70, "total_energy_ha": -434.88116, "relative_energy_kj_mol": 190.1, "elements": ["C", "C", "C", "H", "H", "H", "N", "N", "N", "N", "F"], "positions_angstrom": [[1.3989, -0.4249, -0.2605], [0.3149, -1.5403, -0.1053], [0.2547, 0.5170, 0.2299], [2.2364, -0.4099, 0.4337], [0.0790, -2.2202, -0.8863], [0.3185, -2.1468, 0.8714], [-0.6382, -0.4488, 0.1075], [-1.8400, 0.0281, 0.5095], [-1.6679, 1.2614, 0.8695], [-0.3019, 1.6419, 0.5814], [1.8546, -0.4346, -1.5643]], "forces_ev_per_a": [[-0.1323, -0.4844, 0.4659], [-0.4570, -1.2961, 2.8621], [-0.1559, 0.8742, -1.9996], [0.1496, -0.3563, -0.2316], [0.1341, -0.1920, -1.0469], [0.5630, 0.7774, -1.4069], [-1.2903, 1.4948, 0.5712], [-0.2888, -0.4454, 0.8822], [2.5036, -1.0591, -2.1289], [-0.7217, -0.1437, 1.3427], [-0.3046, 0.8305, 0.6898]], "lowdin_charge": [-0.164, -0.006, -0.289, 0.145, 0.108, 0.151, -0.078, 0.032, 0.000, 0.083, 0.019]}

No. 10
{"formula": "C3H3FO", "method": "the ωB97M-V functional and the def2-TZVPD basis", "smiles": "O=C/C=C\\F", "lumo_ev": 0.2, "gap_ev": 10.19, "total_energy_ha": -291.17288, "relative_energy_kj_mol": 7.4, "elements": ["C", "C", "C", "H", "H", "H", "O", "F"], "positions_angstrom": [[-1.2159, -0.0790, 0.0047], [-0.0267, 0.5194, -0.0082], [1.2666, -0.2061, -0.0052], [-2.1689, 0.4695, 0.0019], [-0.0106, 1.6253, 0.0012], [2.1525, 0.4656, 0.0106], [1.3880, -1.4035, 0.0001], [-1.3848, -1.3911, -0.0050]], "forces_ev_per_a": [[-0.3695, 0.5555, -0.1232], [0.0109, 0.3555, 0.0596], [-0.0734, 0.3678, 0.0897], [0.4318, -0.3176, 0.0402], [-0.0344, -0.8327, -0.0227], [-0.0537, -0.1716, -0.0384], [0.0794, -0.0010, -0.0363], [0.0089, 0.0440, 0.0310]], "lowdin_charge": [-0.140, -0.051, -0.278, 0.125, 0.109, 0.113, 0.057, 0.065]}

Please write out number 7 again, unchanged.
{"formula": "C3H3FN2", "method": "the ωB97M-V functional and the def2-TZVPD basis", "smiles": "FC1C=NN=C1", "lumo_ev": -0.1, "gap_ev": 10.59, "total_energy_ha": -325.41339, "relative_energy_kj_mol": 205.4, "elements": ["C", "C", "C", "H", "H", "H", "N", "N", "F"], "positions_angstrom": [[0.6635, -0.0941, -0.2912], [-0.6356, -0.8667, -0.4614], [0.1458, 0.9648, 0.6608], [1.2995, -0.7325, 0.3045], [-0.7111, -1.7212, -1.0542], [0.6308, 1.8185, 0.9953], [-1.5722, -0.4170, 0.3204], [-1.0658, 0.7859, 0.9936], [1.2449, 0.2623, -1.4677]], "forces_ev_per_a": [[-1.6573, -0.2925, 0.4990], [-0.5304, 2.2919, 2.3077], [-1.0134, -0.8409, -1.3829], [0.7478, -0.3738, 0.0314], [-0.4089, -1.2536, -0.8153], [1.1655, 1.2883, 0.6302], [1.3694, -0.4787, -1.1994], [-0.0513, -0.7047, -0.0999], [0.3785, 0.3641, 0.0292]], "lowdin_charge": [-0.299, -0.071, -0.097, 0.150, 0.095, 0.094, 0.052, 0.047, 0.028]}